The following is a quantum chemistry calculation of a cluster of 5 separate species, C12H23Br6O4 in total at a distorted geometry, from the OMol25 dataset.

Atoms and positions in Å:
C (-2.07078, -1.81091, 2.21160)
C (-0.64668, -2.06620, 2.71605)
O (-0.55317, -3.39524, 3.09325)
H (-2.33441, -2.12565, 1.20187)
H (-2.17012, -0.72851, 2.13009)
H (-2.91337, -2.17257, 2.80096)
H (-0.37200, -1.34958, 3.49007)
H (-0.00378, -1.80731, 1.87477)
Br (2.92704, 4.82581, 1.08369)
C (3.57060, 3.81605, 2.75419)
C (2.37245, 3.04911, 3.34195)
Br (1.07639, 4.35391, 4.05495)
H (4.09132, 4.44078, 3.47992)
H (4.29787, 3.13690, 2.30928)
H (2.73009, 2.30079, 4.04920)
H (1.84897, 2.52888, 2.53981)
Br (-5.47826, 4.04453, 3.09071)
C (-5.98849, 2.50777, 4.26410)
C (-5.43258, 2.92779, 5.61167)
Br (-5.90499, 1.66874, 7.06769)
H (-5.48640, 1.60592, 3.91384)
H (-7.06658, 2.42878, 4.40400)
H (-5.92649, 3.78375, 6.07154)
H (-4.34866, 2.99317, 5.70618)
Br (6.29242, -0.68288, -2.70379)
C (5.49591, -2.43307, -2.41935)
C (4.79711, -2.38631, -1.01716)
Br (5.79930, -1.75699, 0.48307)
H (6.16634, -3.28178, -2.55468)
H (4.65886, -2.63668, -3.08719)
H (4.32773, -3.28251, -0.61145)
H (4.02284, -1.62353, -1.09943)
C (0.30980, -0.11257, -4.68866)
C (-0.05031, -1.39562, -5.35445)
C (-1.37820, -2.04403, -4.86994)
O (-2.10451, -2.29487, -6.07259)
C (-1.32455, -1.95210, -7.12829)
O (-1.66156, -2.18904, -8.27347)
O (-0.31456, -1.27386, -6.72518)
H (-0.45476, 0.66310, -4.73200)
H (1.21403, 0.36561, -5.06525)
H (0.30070, -0.27181, -3.61039)
H (0.79758, -2.07490, -5.26631)
H (-1.92946, -1.37210, -4.21212)
H (-1.18250, -2.92093, -4.25281)

## Properties
- net charge = -1
- largest force on an atom (Eh/bohr) = 0.081
- HOMO-LUMO gap (eV) = 4.01



The following is a quantum chemistry calculation of a cluster of 2 separate species, C12H23BrNO9S2 in total at a distorted geometry, from the OMol25 dataset.

Atoms and positions in Å:
C (-0.91075, 2.63675, -1.81076)
C (-0.12488, 1.65039, -2.90934)
O (-0.97280, 0.45488, -3.05007)
C (-0.18586, -0.76102, -3.30728)
C (-0.52483, -2.00135, -2.23763)
O (0.19656, -3.17604, -2.75639)
C (1.06858, -3.78832, -1.74228)
S (2.67978, -2.80413, -1.44575)
O (3.68631, -3.82965, -0.86699)
O (3.08089, -2.27699, -2.87865)
N (2.24407, -1.50301, -0.36656)
S (3.63275, -0.76991, 0.39500)
O (3.51714, 0.79035, 0.18716)
O (5.00254, -1.17292, -0.20015)
C (3.46142, -1.05310, 2.24578)
Br (4.95965, -0.27298, 3.32885)
C (3.22850, -2.66776, 2.51996)
C (1.64113, -3.09501, 2.54135)
H (-1.90226, 3.03732, -2.29297)
H (-1.20054, 1.91479, -0.90996)
H (-0.17352, 3.48148, -1.47349)
H (0.00666, 2.18344, -3.95588)
H (0.94170, 1.44319, -2.47247)
H (0.98281, -0.61082, -3.25111)
H (-0.44519, -1.21279, -4.38082)
H (-0.27452, -1.71416, -1.13104)
H (-1.69971, -2.21134, -2.26133)
H (1.41094, -4.85052, -2.14503)
H (0.51006, -3.99536, -0.71618)
H (2.47512, -0.47731, 2.59285)
H (3.70991, -3.01013, 3.55400)
H (3.80178, -3.24975, 1.68002)
H (1.59306, -4.16660, 3.04952)
H (0.97502, -2.30987, 3.12135)
H (1.19410, -3.14523, 1.43847)
C (-4.80574, 3.93404, 2.71707)
C (-3.61141, 3.16506, 2.18994)
C (-2.85339, 3.89079, 1.11961)
O (-2.27051, 2.82888, 0.38507)
C (-3.09858, 1.75248, 0.54333)
O (-3.02179, 0.72158, -0.10284)
O (-4.02785, 1.98732, 1.51813)
H (-4.49008, 4.82150, 3.27359)
H (-5.46491, 4.24925, 1.90058)
H (-5.40791, 3.29945, 3.37577)
H (-2.95769, 2.86720, 3.01892)
H (-2.08114, 4.54967, 1.52596)
H (-3.49463, 4.46625, 0.44267)

## Properties
- net charge = -1
- largest force on an atom (Eh/bohr) = 0.138
- HOMO-LUMO gap (eV) = 7.94



The following is a quantum chemistry calculation of a structure of composition C12H23CaO34P3S5TiZr at a distorted geometry, from the OMol25 dataset.

Atoms and positions in Å:
Ti (-0.75324, 3.71834, 0.38447)
Ca (3.67879, -0.39755, -1.15462)
Zr (3.15756, 2.80964, -0.17226)
P (4.34500, 0.67390, 1.62984)
O (3.20756, 1.69633, 1.57595)
O (4.10461, -0.70186, 0.94327)
O (5.67645, 1.00840, 2.36288)
O (4.59002, 1.37559, 0.29617)
P (1.62616, 5.25260, -0.27426)
O (0.08610, 5.44324, -0.49123)
O (2.56605, 6.50915, -0.12966)
O (2.29259, 4.27955, -1.20580)
O (2.00006, 4.19777, 0.80470)
P (4.24718, 1.88122, -2.79289)
O (3.89002, 2.52437, -4.13804)
O (5.07140, 0.60661, -2.56405)
O (3.07793, 1.63185, -1.80501)
O (4.56827, 2.95971, -1.74287)
C (-0.90434, 0.23583, 0.05917)
C (0.58143, 0.50904, -0.26261)
O (0.97959, 1.68214, -0.09655)
O (1.34177, -0.37488, -0.66803)
H (-1.59549, 0.91542, -0.43940)
H (-0.97316, 0.34455, 1.14154)
H (-1.06938, -0.77171, -0.32255)
C (0.65859, 3.05838, -3.63103)
C (0.67046, 1.55931, -3.89052)
O (-0.16627, 1.45108, -5.05789)
S (-0.00794, 2.70306, -6.06630)
O (-1.15332, 2.79832, -6.99829)
O (1.37359, 2.81024, -6.61363)
O (-0.06296, 3.69787, -4.68967)
H (1.67017, 3.41639, -3.82237)
H (0.13546, 3.42043, -2.74595)
H (0.28226, 1.06881, -2.99788)
H (1.69479, 1.20613, -4.00936)
C (-4.87352, -2.53424, -1.10967)
C (-3.96894, -1.31595, -1.47240)
O (-4.78514, -0.14931, -1.26442)
S (-6.20178, -0.50562, -0.47805)
O (-7.37147, 0.20642, -1.03187)
O (-6.00644, -0.37119, 0.95908)
O (-6.17266, -1.99444, -1.13340)
H (-4.62375, -2.88059, -0.10680)
H (-4.75505, -3.37562, -1.79243)
H (-3.69636, -1.42287, -2.52233)
H (-3.21727, -1.41440, -0.68920)
C (0.00205, -3.68107, -2.55006)
C (-0.47405, -3.81726, -1.06784)
O (-1.91128, -3.89670, -1.26219)
S (-2.25087, -4.92614, -2.44525)
O (-3.22003, -4.33030, -3.33379)
O (-2.38794, -6.31634, -1.96020)
O (-0.68394, -4.72608, -3.08455)
H (1.03745, -3.82345, -2.85954)
H (-0.15258, -2.65754, -2.89150)
H (-0.14978, -2.97117, -0.46197)
H (-0.06077, -4.72066, -0.61930)
C (1.95821, -2.63854, 2.39022)
C (1.29376, -1.76942, 3.40558)
O (0.31520, -2.49948, 4.10264)
S (-0.49940, -3.37570, 2.96691)
O (-1.49941, -2.59834, 2.18764)
O (-0.86639, -4.70404, 3.37110)
O (0.82161, -3.46606, 1.97543)
H (2.85042, -3.17129, 2.71923)
H (2.37331, -2.09087, 1.54414)
H (0.95474, -0.88844, 2.86056)
H (2.01603, -1.38224, 4.12426)
C (0.34356, 0.79125, 6.22204)
C (-0.65387, 1.92554, 6.47566)
O (-1.54217, 2.04765, 5.41246)
S (-0.90390, 1.35281, 4.06717)
O (-0.48592, 2.41612, 3.18012)
O (-1.86403, 0.35704, 3.61216)
O (0.52636, 0.77932, 4.83977)
H (-0.12560, -0.15011, 6.50810)
H (1.32030, 0.85497, 6.70165)
H (-0.10677, 2.84577, 6.68051)
H (-1.18969, 1.78938, 7.41505)

## Properties
- <S²> = 3.75
- net charge = -3
- largest force on an atom (Eh/bohr) = 0.210
- multiplicity = 4
- HOMO-LUMO gap (alpha / beta) (eV) = 3.41 / 4.03